The following is a DFT calculation (wB97M-V/def2-TZVPD) of a structure of composition C41H32Cl4N4O6V.

The geometry in ORCA input format:
```
! wB97M-V def2-TZVPD RIJCOSX def2/J DEFGRID3
* xyz -2 4
V -0.588 0.480 0.608
Cl -4.824 -0.440 -4.636
C -4.099 0.118 -3.158
C -4.763 1.028 -2.356
Cl -6.335 1.615 -2.807
C -4.160 1.483 -1.175
Cl -4.951 2.648 -0.161
C -2.899 1.045 -0.797
O -2.250 1.472 0.256
C -2.227 0.074 -1.604
O -1.062 -0.336 -1.184
C -2.838 -0.359 -2.777
Cl -1.969 -1.490 -3.766
C -3.246 -2.602 2.163
C -3.462 -2.172 3.488
C -2.822 -1.059 3.955
C -1.952 -0.334 3.103
N -1.754 -0.773 1.814
C -2.380 -1.872 1.382
C -1.247 0.839 3.485
C -1.258 1.397 4.790
C -0.508 2.504 5.068
C 0.279 3.090 4.052
C 0.245 2.513 2.801
N -0.486 1.437 2.506
H -3.729 -3.481 1.761
H -4.134 -2.721 4.139
H -2.987 -0.723 4.970
H -2.144 -2.165 0.369
H -1.854 0.937 5.566
H -0.516 2.925 6.067
H 0.884 3.968 4.231
H 0.824 2.912 1.975
C 2.891 -0.451 2.755
C 1.952 -1.258 1.870
O 1.010 -0.623 1.390
C 2.234 -2.654 1.622
C 3.421 -3.202 2.159
C 3.813 -4.499 1.958
C 2.981 -5.335 1.179
C 1.826 -4.865 0.633
C 1.370 -3.490 0.796
O 0.338 -3.107 0.218
H 2.463 0.542 2.869
H 3.873 -0.364 2.284
H 3.019 -0.914 3.734
H 4.069 -2.560 2.743
H 4.742 -4.868 2.373
H 3.270 -6.369 1.010
H 1.182 -5.503 0.036
C -3.755 3.082 -4.692
C -2.601 3.080 -3.725
C -1.472 2.310 -3.979
C -0.413 2.252 -3.081
C 0.791 1.395 -3.361
C -0.490 2.993 -1.900
C -1.609 3.772 -1.621
C -1.711 4.531 -0.326
C -2.650 3.808 -2.544
C 0.635 2.907 -0.891
O 1.487 3.790 -0.839
O 0.596 1.867 -0.147
H -4.158 2.074 -4.823
H -3.449 3.446 -5.677
H -4.566 3.717 -4.331
H -1.430 1.704 -4.881
H 0.594 0.709 -4.187
H 1.068 0.809 -2.484
H 1.654 2.016 -3.621
H -1.351 3.923 0.505
H -2.750 4.792 -0.118
H -1.112 5.444 -0.360
H -3.542 4.381 -2.309
N 2.367 -3.019 -1.463
C 1.629 -1.861 -1.474
N 2.340 -0.800 -1.246
C 3.630 -1.258 -1.047
C 4.786 -0.557 -0.713
C 5.946 -1.282 -0.500
C 5.962 -2.681 -0.609
C 4.821 -3.393 -0.936
C 3.662 -2.660 -1.156
H 1.970 -3.938 -1.367
H 0.555 -1.860 -1.607
H 4.752 0.521 -0.616
H 6.859 -0.764 -0.234
H 6.885 -3.216 -0.416
H 4.828 -4.475 -0.986
*
```

Properties
ΔE to the lowest compared entry with this formula, charge and spin: 136.0 kJ/mol
Frontier orbital gap (spin up / spin down): 0.1720 / 0.2418 hartree
E_LUMO (spin up / spin down): 4.3 / 4.3 eV
E_HOMO (spin up / spin down): -0.421 / -2.322 eV
⟨S²⟩: 3.777
Molar mass: 869.5 g mol⁻¹

Atomic partial charges in e from the Mulliken method, atoms 1 to 8:
1. V 0.84
2. Cl -0.19
3. C 0.24
4. C 0.49
5. Cl -0.21
6. C 0.46
7. Cl -0.22
8. C -0.53